(1)
50
Properties=species:S:1:pos:R:3:forces:R:3:mulliken_charge:R:1 method="wB97M-V/def2-TZVPD" total_charge=0 homo_ev=-8.695 orbital_gap_ev=9.1 total_energy_ev=-44139.4541
S 1.98795 -0.37184 0.21569 0.22 -0.05 0.48 1.4265
O 2.94418 -1.39633 -0.11427 -0.30 0.02 -0.18 -0.6922
O -2.40881 2.81757 -2.88844 -0.11 -0.01 -0.27 -0.6781
O 2.50619 0.94420 0.44316 -0.15 0.17 0.00 -0.7503
O -0.69220 6.00951 0.51763 -0.33 -0.29 0.31 -0.3429
N 1.16508 -0.77161 1.63813 0.32 0.53 -0.60 -0.3426
N -1.70275 3.27281 -0.79434 0.06 0.04 0.35 -0.1129
C -1.50599 0.14427 -2.62115 0.00 0.14 0.09 -0.8790
C 0.03149 0.96023 -0.98537 -0.28 0.30 -0.14 -0.6125
C -1.15625 5.63775 -0.69787 -0.11 0.12 -0.91 0.4461
C 0.83501 -2.68726 -1.73537 0.12 -0.18 -0.05 -1.7275
C 0.30065 6.89032 0.31112 0.57 0.48 -0.51 -0.4833
C 2.41225 -3.19475 2.54870 -0.04 0.00 -0.08 -1.7120
C -1.77541 2.49931 -1.90100 0.03 -0.05 0.24 0.2442
C -0.45427 6.27389 -1.67873 -0.46 -0.32 0.40 -0.3683
C 0.99244 -3.18931 2.06120 0.01 0.17 -0.10 1.3518
C -2.24498 4.61845 -0.75839 0.16 0.14 0.11 -1.0043
C -1.63068 -3.08060 1.10093 -0.02 0.08 -0.06 -1.0152
C 0.74639 -5.66778 2.48895 0.01 0.04 -0.01 -1.7415
C 0.64388 -0.27907 -0.96358 0.43 -0.06 0.36 -0.3392
C -1.06392 1.18699 -1.80729 0.23 -0.31 -0.07 0.8588
C -0.88244 -1.08525 -2.59298 0.10 0.08 0.13 -0.6894
C -1.08911 -4.27723 1.53271 0.04 0.03 -0.01 -0.8376
C 0.49369 7.09378 -1.01900 0.06 0.00 0.57 -0.4173
C 0.20697 -1.33340 -1.75563 0.05 -0.10 -0.15 1.0343
C 0.43432 -1.98353 1.62467 -0.58 -0.63 -0.10 -0.5421
C 0.20987 -4.34606 2.02246 -0.11 0.02 -0.02 1.0004
C -0.87152 -1.92755 1.15494 -0.04 -0.11 0.17 -0.2216
H 1.08137 -5.60684 3.52309 0.07 -0.08 0.06 0.3848
H 0.78377 7.29623 1.17746 0.00 0.00 0.17 0.4587
H 2.78116 -4.20335 2.69608 0.06 -0.04 0.06 0.4462
H -1.68686 -5.17633 1.49559 -0.05 -0.10 0.01 0.3394
H -1.23957 -1.88124 -3.22951 -0.02 -0.09 -0.06 0.4878
H 1.86250 -2.63236 -1.39146 -0.07 -0.18 -0.12 0.3142
H 1.21411 7.74096 -1.47482 0.18 0.16 -0.02 0.4154
H -2.89580 4.72272 0.11539 -0.02 0.03 -0.16 0.3354
H -2.34448 0.32854 -3.27595 -0.05 0.02 -0.07 0.4745
H -1.28048 -0.97894 0.84518 -0.05 0.11 -0.01 0.6136
H 3.05139 -2.69786 1.81960 0.08 -0.04 0.08 0.3036
H 0.80259 -3.13215 -2.72747 -0.03 -0.04 -0.06 0.5846
H -2.82599 4.74119 -1.67522 0.05 0.04 0.20 0.4203
H 1.58981 -5.98103 1.87473 0.08 -0.09 0.02 0.3738
H -0.60003 6.17089 -2.73407 -0.09 -0.07 -0.23 0.4971
H -2.64407 -3.04352 0.73116 -0.10 0.01 -0.03 0.4086
H 1.82646 -0.70889 2.40096 0.18 0.16 0.07 0.4971
H 2.49193 -2.66212 3.49834 0.10 -0.01 0.10 0.3569
H -0.02375 -6.43200 2.42357 -0.01 -0.06 0.01 0.4022
H 0.28246 -3.33709 -1.05587 -0.04 -0.08 0.07 0.1444
H -1.12995 2.98813 -0.01634 -0.08 -0.08 -0.10 0.1935
H 0.47140 1.72754 -0.36734 -0.07 0.19 0.03 0.6958

=====

(2)
51
Properties=species:S:1:pos:R:3:forces:R:3:mulliken_charge:R:1 method="wB97M-V/def2-TZVPD" total_charge=0 homo_ev=-8.512 orbital_gap_ev=8.8 total_energy_ev=-46188.3013
S -3.26533 1.19221 -2.80765 0.17 -0.17 -0.05 1.1864
O -4.38916 1.70087 -2.08685 0.20 0.15 0.30 -0.6917
O 3.38730 -2.61751 6.09645 -0.09 -0.15 0.09 -0.5618
O 4.30567 -0.69705 5.43805 0.27 0.56 -0.09 -0.4355
O -3.48454 0.51465 -4.05075 0.31 -0.05 0.01 -0.7002
O 0.40664 -1.22714 2.47928 -0.10 0.16 0.25 -0.6644
N 0.32567 -2.19395 0.43780 -0.06 0.09 0.03 0.1870
N -2.23273 2.48402 -3.13178 -1.08 -0.71 -0.12 -0.0397
C -2.01075 4.58980 -0.08633 -0.10 -0.03 0.02 -0.5195
C -2.62565 3.91965 -1.13566 0.01 0.06 -0.02 -0.5579
C 0.16817 3.86236 -0.81939 -0.07 0.05 0.03 -0.7443
C 3.03514 -1.85561 3.83001 -0.17 -0.16 0.13 -0.4456
C 2.14789 -3.07658 3.61033 0.06 0.16 -0.12 -0.7951
C 0.16621 2.34642 -2.95178 0.00 -0.09 0.05 -0.6309
C -0.57045 -1.31351 -0.16786 -0.35 0.32 -0.35 0.2271
C -1.21721 -0.21709 0.38377 0.00 0.09 0.15 -1.2606
C -0.63500 4.56422 0.07174 0.14 0.01 0.07 -0.5408
C -2.26915 0.14917 -1.74626 -0.51 0.41 -0.51 -0.2712
C -2.07568 0.51133 -0.42690 -0.03 -0.01 0.08 -0.3779
C -1.81865 3.22571 -2.01603 0.47 0.62 0.73 -0.4603
C -0.43118 3.19598 -1.86504 -0.30 -0.04 -0.18 1.2445
C -0.78530 -1.68183 -1.50040 -0.01 0.16 0.19 0.8726
C 1.71266 -3.21989 2.15374 -0.01 0.15 0.45 -0.8178
C -1.63060 -0.94927 -2.30211 0.09 -0.13 0.04 -0.6497
C -1.03369 2.14375 -3.89525 0.47 -0.13 -0.57 -0.7058
C 0.01370 -2.90585 -1.83217 -0.02 -0.01 -0.06 -0.7158
C 3.56699 -1.79890 5.23661 0.04 -0.12 0.06 0.3907
C 0.72700 -3.23239 -0.50860 0.33 -0.52 -0.09 -0.8395
C 0.76034 -2.11416 1.73301 0.20 -0.32 -0.22 0.7427
H 4.63268 -0.67310 6.35109 -0.17 -0.25 -0.10 0.3478
H 1.26457 -2.98553 4.24287 0.04 -0.08 0.03 0.3008
H 2.47045 -0.94058 3.64356 0.11 0.00 -0.03 0.2693
H 1.20908 -4.18005 2.01950 0.05 -0.02 -0.12 0.4044
H 0.72350 -2.70702 -2.63651 0.00 -0.06 0.02 0.3107
H -0.63404 -3.72121 -2.15557 0.06 -0.03 0.00 0.3395
H -3.69559 3.91581 -1.26115 -0.10 0.06 0.00 0.4908
H 3.89194 -1.86075 3.15143 0.03 0.06 -0.01 0.2895
H -1.82365 -1.21067 -3.33042 0.01 -0.09 -0.14 0.5834
H 0.52622 1.40016 -2.53677 0.02 0.00 -0.03 0.1548
H -0.97764 2.83022 -4.74556 0.02 -0.13 0.06 0.4734
H 1.81398 -3.22684 -0.62983 -0.11 -0.07 0.01 0.3771
H 2.68893 -3.97299 3.91727 -0.07 0.01 0.01 0.4488
H -1.13128 1.12902 -4.27758 0.14 0.08 -0.11 0.2998
H -2.60943 1.36149 -0.03523 -0.03 0.09 0.15 0.5964
H 0.43096 -4.21513 -0.13024 0.08 0.07 -0.06 0.3267
H -1.05719 0.05633 1.41234 -0.01 0.02 0.00 0.5206
H 2.58825 -3.20785 1.49978 -0.02 -0.09 -0.10 0.3150
H -2.61798 5.14059 0.61609 -0.05 0.05 0.06 0.4077
H 0.99757 2.83642 -3.45705 0.01 -0.04 -0.02 0.4392
H -0.17992 5.09398 0.89479 0.03 0.06 0.08 0.4066
H 1.24030 3.83831 -0.69281 0.11 0.01 0.02 0.4729

=====

(3)
51
Properties=species:S:1:pos:R:3:forces:R:3:mulliken_charge:R:1 method="wB97M-V/def2-TZVPD" total_charge=0 homo_ev=-8.512 orbital_gap_ev=9.3 total_energy_ev=-46186.0358
S 0.73843 0.00643 -0.87381 -0.69 -0.67 -0.10 1.2648
O 3.32043 1.22787 -1.03025 0.07 -0.18 0.37 -0.2697
O 1.52136 -0.84058 -1.72491 0.06 -0.03 0.19 -0.6587
O -3.21340 1.74203 -0.98706 0.44 0.45 -0.07 -0.3564
O -0.36616 1.37431 2.95832 0.03 -0.20 0.39 -0.6805
O 0.31797 1.28299 -1.40166 0.15 0.02 0.11 -0.8207
N -0.95958 2.11067 0.90638 -0.31 0.20 -0.32 0.0336
N 1.50199 0.18947 0.61743 -0.25 -0.21 -0.83 0.2572
C -2.97298 -2.47936 0.06501 0.17 -0.04 0.01 0.9714
C -1.56882 -1.28245 -1.48275 -0.01 0.05 -0.16 -1.0439
C -2.11741 -2.10702 1.09690 0.02 -0.02 -0.18 -1.0524
C 4.43067 -1.93110 1.40126 0.07 -0.08 0.09 -0.8455
C -2.68538 -2.05882 -1.22800 0.23 -0.01 0.09 -0.7159
C 5.34992 -1.43685 0.49518 -0.06 -0.06 0.05 -0.6637
C -0.99387 -1.33893 0.84826 0.03 -0.04 0.18 -0.0414
C -0.73078 -0.92654 -0.44328 0.47 0.27 0.07 0.8400
C -3.26393 1.52152 0.34353 -0.34 -0.42 0.88 0.4638
C 2.82101 -0.33999 0.61849 0.53 -0.20 -0.17 -0.2193
C 5.02151 -0.39080 -0.35254 -0.06 0.27 -0.19 -0.7239
C -0.08339 1.63413 1.80546 0.33 0.34 -0.06 0.3188
C -4.80075 0.23302 -0.61695 0.10 0.39 -0.53 -0.3685
C -2.35781 2.31335 1.22598 -0.07 0.08 -0.17 -1.0686
C 1.33875 1.48771 1.25699 -0.25 0.53 0.14 -0.5870
C -4.14052 0.95844 -1.55757 -0.80 -0.58 0.01 -0.6141
C -4.18580 -3.30715 0.35704 0.03 0.04 0.00 -1.6324
C -4.22584 0.59721 0.62518 0.48 0.50 -0.02 -0.4024
C 3.75691 0.17812 -0.28897 0.09 -0.04 0.28 0.9996
C 4.01310 1.54436 -2.21617 0.13 0.10 -0.21 -1.0294
C 3.15684 -1.38639 1.45398 0.05 0.15 -0.11 -0.4031
H -5.59430 -0.46622 -0.78092 -0.17 -0.17 -0.13 0.5196
H -2.50175 2.01636 2.26745 -0.06 0.07 -0.18 0.4211
H -4.90437 -2.72332 0.93094 -0.13 0.01 0.05 0.2918
H -3.33826 -2.34011 -2.04090 -0.07 -0.02 -0.08 0.3518
H -0.32956 -1.05888 1.64907 0.03 0.00 0.13 0.4104
H 6.33797 -1.86884 0.43866 0.08 -0.03 0.00 0.3946
H 2.03168 1.53219 2.10021 -0.18 -0.06 -0.13 0.5435
H 4.99035 1.98997 -2.00077 -0.07 -0.04 -0.03 0.3171
H -4.23329 1.00607 -2.62409 0.07 0.07 -0.16 0.4854
H 5.75272 -0.02501 -1.05627 0.04 0.06 -0.07 0.4074
H -2.58983 3.38154 1.11927 -0.02 -0.13 0.12 0.2579
H 4.69577 -2.74677 2.05578 0.03 -0.07 0.06 0.3988
H -3.91923 -4.18010 0.94970 -0.05 -0.08 0.03 0.4409
H 3.38759 2.27000 -2.73304 0.09 -0.03 -0.01 0.2872
H -4.66373 -3.63777 -0.56105 -0.08 -0.06 -0.04 0.3723
H 4.13636 0.65818 -2.84371 0.00 0.01 0.03 0.4189
H -0.68001 2.15869 -0.06976 0.00 0.08 0.26 0.3800
H -2.33123 -2.42576 2.10636 -0.01 -0.03 0.13 0.4348
H -4.49193 0.23003 1.59459 0.01 -0.05 0.27 0.5361
H 2.41516 -1.76868 2.13771 -0.12 -0.04 0.05 0.4543
H 1.55911 2.29758 0.55193 0.06 -0.06 0.15 0.4233
H -1.32953 -0.94894 -2.48023 -0.07 -0.01 -0.20 0.5011